Here is a molecular structure, C36H27CrF6N4O5 at a distorted geometry from the Open Molecules 2025 dataset. Energies are from ωB97M-V/def2-TZVPD.

CARTESIAN COORDINATES (ANGSTROEM)
H  -2.451  7.733  -1.273
C  -1.530  0.024  2.157
H  -5.807  2.910  -1.541
Cr  -0.045  0.617  -0.814
F  -0.764  -0.944  2.647
H  3.727  -0.323  -0.134
F  -2.607  0.084  2.960
C  -1.919  3.161  -1.498
C  -0.864  -5.123  3.246
F  1.324  0.750  2.878
C  -2.723  4.359  -1.484
H  -2.723  2.373  1.647
C  0.965  -2.199  0.813
C  -0.025  -4.397  2.421
H  3.435  -6.461  -2.316
C  -2.111  -5.847  1.338
C  4.402  -5.708  -0.558
O  -0.188  1.604  0.860
H  2.973  -3.619  1.676
C  4.257  -4.921  0.572
H  3.436  5.659  -1.935
C  -0.822  1.411  2.032
C  -2.558  1.874  -1.378
C  3.340  -5.842  -1.435
C  -4.311  6.662  -1.353
C  -2.138  5.630  -1.418
C  4.216  3.703  -1.533
C  -1.908  -5.857  2.707
C  1.893  4.195  -1.841
C  -1.872  2.508  2.309
O  -1.886  0.807  -1.219
C  3.067  -4.252  0.809
C  0.714  -3.591  0.150
H  -0.056  -3.762  -1.899
H  5.074  -4.814  1.272
C  3.200  -0.353  -1.092
C  -4.729  2.969  -1.506
H  -2.566  -6.420  3.353
C  0.249  1.474  3.159
H  3.902  -0.220  -1.922
C  -1.282  -5.111  0.510
C  -3.983  1.836  -1.451
C  3.919  2.362  -1.334
C  -2.919  6.760  -1.341
H  0.769  -3.809  2.852
H  -1.407  3.469  2.104
H  -5.987  5.343  -1.452
H  5.241  4.033  -1.469
H  2.712  -1.322  -1.188
C  -0.226  -4.385  1.045
F  -0.224  1.070  4.349
C  3.205  4.616  -1.791
H  -1.063  5.706  -1.400
H  -4.917  7.558  -1.319
F  -1.993  -0.413  0.973
O  1.570  -2.005  1.837
N  0.439  -1.265  -0.005
N  0.263  2.410  -1.543
F  0.667  2.734  3.336
N  0.114  -3.170  -1.107
N  -0.617  3.333  -1.622
C  2.149  -5.177  -1.198
H  5.339  -6.208  -0.758
H  1.087  4.881  -2.046
C  2.007  -4.358  -0.083
O  2.187  0.639  -1.140
C  -4.909  5.428  -1.430
H  4.726  1.679  -1.126
H  -1.468  -5.100  -0.554
C  -4.132  4.260  -1.480
H  -2.199  2.458  3.344
H  -4.445  0.861  -1.414
C  2.600  1.930  -1.365
C  1.568  2.855  -1.608
C  0.079  -1.828  -1.165
O  -0.147  -1.098  -2.151
H  1.334  -5.309  -1.895
H  -2.926  -6.411  0.910
H  -0.705  -5.104  4.315

Properties
Total charge: 0
F_max in eV Å⁻¹: 1.80
⟨S²⟩: 3.783
HOMO-LUMO gap (alpha / beta) in Eh: 0.244 / 0.244
Spin multiplicity: 4
LUMO level (alpha / beta) in eV: -1.18 / -1.38
E in eV: -98697.93308

Here is a molecular structure, C36H27F5N6O4SW at a distorted geometry from the Open Molecules 2025 dataset. Energies are from ωB97M-V/def2-TZVPD.

CARTESIAN COORDINATES (ANGSTROEM)
H  5.779  1.343  1.539
S  0.515  -1.148  1.956
C  4.234  0.152  -3.576
C  -3.253  3.268  -3.740
H  5.250  -0.162  -3.776
H  0.209  -1.088  -2.869
H  -4.400  -3.660  0.541
H  3.929  0.943  -5.545
C  3.067  -2.231  4.206
H  4.579  1.748  2.764
C  -2.204  1.149  2.735
H  -1.350  3.364  3.989
O  0.464  0.332  -0.648
W  -1.144  -0.305  0.282
C  0.742  -4.362  -2.226
C  -2.674  2.129  -4.277
N  2.484  -0.357  0.198
H  -6.598  -3.004  1.454
H  1.234  -5.242  -2.616
C  -2.507  1.142  -2.085
H  4.248  -0.546  -1.543
C  -0.022  -4.431  -1.068
H  1.624  1.701  -5.088
H  -4.927  0.629  2.996
C  0.553  3.932  1.249
O  -2.798  1.285  3.764
H  -0.193  -5.353  -0.530
H  4.090  -2.524  3.970
C  -1.134  2.100  2.301
C  0.004  4.179  2.499
H  2.381  -2.905  3.694
C  0.247  2.754  0.594
C  -3.495  3.354  -2.372
H  5.088  -0.689  2.790
H  1.212  4.648  0.779
N  3.061  -0.555  2.380
C  2.361  0.318  -2.077
F  -1.705  0.002  -3.968
C  3.679  -0.071  -2.329
C  0.812  -3.152  -2.898
C  -5.749  -2.348  1.589
C  4.739  1.206  1.831
C  3.492  0.779  -4.569
C  -0.602  -3.271  -0.601
F  -4.048  4.433  -1.850
O  -2.016  -4.267  1.026
C  1.627  0.971  -3.076
C  2.191  1.200  -4.315
C  -3.605  -0.620  1.849
C  -5.887  -1.155  2.281
F  -2.450  2.054  -5.577
H  2.922  -2.343  5.279
N  -0.449  -2.077  -1.190
N  -2.179  -1.995  0.599
H  1.324  -3.061  -3.846
C  -1.648  -3.280  0.464
C  -3.127  2.293  -1.575
H  4.671  -0.810  1.077
C  -4.525  -2.718  1.052
C  -0.862  3.237  3.032
C  1.743  0.053  -0.779
H  -6.846  -0.890  2.705
C  2.125  -0.613  1.462
N  -2.419  0.171  1.771
C  4.457  -0.281  2.002
C  -2.306  1.074  -3.457
H  4.108  1.634  1.053
C  -3.465  -1.837  1.180
H  0.222  5.094  3.033
H  1.772  -0.517  4.027
F  -3.335  2.317  -0.259
N  -0.575  1.837  1.114
H  0.657  2.545  -0.385
C  2.804  -0.782  3.806
F  -3.567  4.277  -4.525
H  3.461  -0.114  4.361
C  -4.816  -0.286  2.437
H  0.616  1.296  -2.859
O  -2.097  0.140  -1.264
C  0.204  -2.035  -2.351

Properties
Total charge: +2
F_max in eV Å⁻¹: 1.75
HOMO-LUMO gap in Eh: 0.205
LUMO level in eV: -8.09
E in eV: -81137.66787

Here is 6 unconnected molecules or ions with the total composition C36H28BClFN2O24S at a distorted geometry from the Open Molecules 2025 dataset. Energies are from ωB97M-V/def2-TZVPD.

CARTESIAN COORDINATES (ANGSTROEM)
S  0.123  -0.263  5.590
O  -0.129  -4.724  -3.145
O  -0.760  0.087  6.773
C  0.478  2.029  2.716
O  0.736  11.385  1.323
H  -3.476  2.658  1.870
H  0.783  1.970  1.600
N  -1.927  0.756  2.153
C  -2.035  1.001  -0.626
O  -0.132  -1.429  -3.376
C  -1.016  -6.357  -1.712
H  -0.544  -0.804  -2.749
H  -1.342  11.928  1.114
O  1.300  6.812  2.269
C  -0.939  7.714  1.910
H  -0.797  3.596  3.933
O  1.861  2.016  -1.455
O  1.363  -3.677  3.999
C  -2.508  -1.334  -3.884
B  -2.267  1.516  0.884
O  -1.073  -7.247  -2.739
O  2.492  0.817  -5.961
C  -0.497  -4.993  -2.016
H  1.097  -5.022  1.755
C  1.094  9.107  1.807
H  0.039  -3.156  -5.354
H  4.791  -6.675  4.756
H  -2.331  1.878  -1.321
C  -0.852  -4.349  0.305
F  0.566  -1.857  5.794
H  2.830  1.308  -6.735
H  -2.716  0.130  -0.927
O  -4.427  -3.075  -6.514
C  2.145  1.347  -3.699
H  -1.154  -3.933  2.112
H  -1.786  -7.680  -0.246
C  2.688  3.686  -2.888
C  -1.345  -5.721  0.614
C  -2.054  -3.219  -5.981
C  1.885  -5.342  2.422
O  4.512  -8.028  2.519
O  -2.653  -0.543  -2.963
O  -1.976  11.190  1.210
O  2.711  4.576  -1.856
O  1.282  0.706  5.606
H  2.163  9.261  1.863
O  -0.821  -3.447  1.331
C  -1.216  10.090  1.457
H  0.665  6.061  2.361
C  -2.802  -0.293  2.655
C  2.540  1.697  -4.925
H  -2.842  8.740  1.600
H  1.731  -3.420  4.868
N  -2.178  -0.752  3.874
H  -0.093  -3.022  -1.161
H  -0.734  -6.767  -3.520
O  2.527  -7.049  0.932
C  0.539  7.907  1.994
H  1.773  0.356  -3.475
C  3.210  -5.190  4.494
O  -1.413  6.600  2.068
O  3.403  -4.600  5.543
H  1.409  1.654  3.291
C  2.117  -4.737  3.588
C  -1.772  8.890  1.641
C  -1.409  -6.693  -0.481
C  -3.617  -1.775  -4.732
C  -0.942  -2.754  -5.143
Cl  -2.776  -1.980  4.929
O  -2.901  2.813  1.073
C  -0.455  -4.014  -0.923
C  -1.152  -1.874  -4.166
C  0.033  3.506  3.145
O  3.422  3.346  -6.340
C  4.012  -6.345  4.081
O  0.586  4.465  2.566
C  2.201  2.308  -2.593
C  3.778  -6.954  2.915
H  -4.595  -1.360  -4.527
O  -1.682  -5.995  1.755
C  -0.736  1.009  2.944
H  -0.943  0.763  -0.876
H  -4.023  -3.706  -7.142
C  0.262  10.279  1.514
C  3.053  3.067  -5.214
C  2.702  -6.483  1.996
C  -3.410  -2.656  -5.716
C  -0.953  0.007  4.098
C  3.086  4.036  -4.113
H  4.152  -8.283  1.647
O  -1.903  -4.035  -6.872
H  2.378  4.084  -1.081
H  -3.777  -0.679  2.195
H  3.444  5.031  -4.339

Properties
Total charge: +1
F_max in eV Å⁻¹: 7.67
HOMO-LUMO gap in Eh: 0.216
LUMO level in eV: -5.12
E in eV: -116643.57858

Here is a molecular structure, C36H28BF4GaI2N2O2P from the Open Molecules 2025 dataset. Energies are from ωB97M-V/def2-TZVPD.

CARTESIAN COORDINATES (ANGSTROEM)
H  -4.005  -0.795  -5.618
C  0.454  2.191  1.923
F  0.828  -2.208  -1.993
H  3.973  -3.289  0.868
H  3.389  3.873  2.165
C  -2.085  -0.419  -4.763
N  0.702  0.419  -2.493
C  4.310  1.043  -3.052
H  -1.487  3.116  2.109
H  3.355  4.134  -2.040
H  -0.396  -0.081  -6.094
C  0.080  4.518  2.414
C  0.597  -0.783  5.301
H  2.975  -0.634  -3.314
H  -2.705  1.950  2.066
H  2.865  -4.023  4.919
C  -2.141  -0.275  -2.338
C  0.329  -0.073  4.126
C  -1.755  0.015  1.953
C  -4.302  -0.994  2.457
H  4.049  -4.737  2.866
H  1.827  5.742  2.632
C  3.446  -3.840  2.878
H  -0.611  5.330  2.601
F  0.443  -4.386  -1.235
H  5.376  2.864  -2.676
C  1.807  -1.502  2.828
F  0.263  -2.505  0.142
C  2.321  3.703  2.180
H  -3.392  -2.933  2.296
B  0.024  -3.116  -1.185
I  0.317  3.508  -1.731
H  -1.277  -1.576  -6.351
C  3.078  0.407  -3.031
C  2.622  -1.893  1.733
H  -2.288  0.964  -7.034
C  -4.327  -0.582  -1.144
H  -5.368  -0.781  -1.383
C  2.784  -3.454  4.002
H  -0.356  0.765  4.175
H  -3.925  -1.383  -0.522
C  -4.091  0.373  2.398
H  5.187  0.497  -3.373
C  0.865  -0.431  2.906
H  -1.146  -2.054  1.882
C  1.979  -2.290  4.014
C  -0.418  3.251  2.149
H  -4.245  0.347  -0.578
C  -0.056  0.275  -3.531
C  -2.827  0.881  2.132
F  -1.299  -2.878  -1.492
C  1.445  4.751  2.427
C  -3.445  -0.630  -4.707
C  -3.536  -0.495  -2.412
H  0.160  -0.464  6.236
C  1.829  2.431  1.949
C  3.285  3.084  -2.291
C  1.945  1.101  -2.616
O  -2.168  0.018  -7.164
C  -1.404  -0.196  -3.540
C  1.364  -1.907  5.226
H  2.528  1.622  1.795
P  -0.031  0.469  1.572
C  -3.237  -1.863  2.258
C  -1.400  -0.519  -6.109
H  0.349  0.639  -4.473
C  -1.971  -1.365  2.014
H  -5.293  -1.383  2.646
H  -4.916  1.055  2.560
Ga  0.146  -0.427  -0.723
I  2.964  -0.683  0.006
C  4.413  2.371  -2.671
H  1.530  -2.523  6.101
N  -4.145  -0.654  -3.566
C  2.056  2.446  -2.258
C  3.388  -3.024  1.738
O  -1.601  -0.103  -1.144

Properties
Total charge: +1
F_max in eV Å⁻¹: 0.71
HOMO-LUMO gap in Eh: 0.285
LUMO level in eV: -3.17
E in eV: -134276.20172

- Which value of total charge does entry 1 give?
  0

- E of number 3 (C36H28BClFN2O24S)?
  -116643.57858 eV

- The lowest F_max belongs to which entry?
  C36H28BF4GaI2N2O2P

- Which of these has the lowest E?
  C36H28BF4GaI2N2O2P